{"formula": "C40H64As3CuFNO3Te", "method": "the ωB97M-V functional and the def2-TZVPD basis", "species": ["H", "C", "C", "H", "H", "H", "C", "H", "H", "C", "H", "H", "C", "H", "H", "H", "H", "C", "C", "C", "H", "C", "H", "H", "O", "C", "O", "F", "H", "H", "C", "C", "As", "C", "C", "H", "H", "C", "H", "H", "C", "H", "H", "H", "Te", "H", "C", "C", "As", "H", "H", "H", "H", "H", "H", "C", "H", "H", "H", "H", "As", "H", "H", "C", "C", "H", "H", "H", "C", "H", "N", "H", "H", "Cu", "C", "C", "H", "C", "C", "H", "H", "H", "H", "H", "H", "O", "H", "H", "H", "H", "C", "C", "C", "C", "C", "H", "C", "C", "C", "C", "H", "C", "H", "C", "C", "H", "H", "H", "H", "H", "H", "H", "C", "C"], "positions_angstrom": [[10.5592, 13.5276, 12.1517], [18.7933, 15.6140, 12.3002], [12.6146, 13.6599, 7.3437], [13.1397, 25.6702, 13.4137], [13.6160, 23.1368, 13.9953], [18.6678, 15.5237, 9.0276], [14.1045, 24.2074, 10.8148], [16.6044, 22.0245, 10.6960], [12.7917, 14.6231, 6.8545], [13.7170, 23.0910, 12.9059], [14.7179, 13.7399, 10.5415], [14.6437, 16.1490, 13.1567], [19.0888, 20.7965, 5.7995], [13.9743, 18.7915, 6.5346], [14.1146, 26.3929, 12.1835], [16.9910, 20.2565, 10.9765], [11.5413, 9.0021, 6.4098], [18.0366, 21.0217, 8.0385], [8.6092, 15.2403, 8.8473], [17.9010, 20.7708, 6.6733], [9.7252, 10.6227, 11.8041], [9.3688, 19.0412, 7.1121], [12.8080, 12.3548, 11.0570], [11.2990, 9.9959, 11.1934], [16.5106, 15.2079, 12.9732], [13.6762, 21.8906, 12.2460], [11.7334, 17.9239, 8.0593], [13.3799, 17.2485, 10.3904], [13.2492, 23.9844, 8.3941], [8.8003, 10.6421, 6.7267], [17.2059, 21.1657, 10.3533], [13.8684, 21.8283, 10.8105], [9.9277, 15.1595, 10.3118], [10.2503, 19.8059, 7.9187], [13.8568, 23.0550, 8.5734], [19.0998, 19.9362, 5.1141], [9.9399, 12.2787, 8.3398], [8.6316, 21.6593, 7.9875], [9.2272, 17.2411, 11.7233], [16.4559, 20.1703, 5.0943], [9.8813, 11.6310, 9.2247], [17.9650, 15.7479, 14.3033], [18.2741, 21.3514, 10.4890], [9.5312, 18.0062, 6.7458], [14.1572, 19.8607, 9.9069], [15.5864, 15.9803, 14.7075], [15.5357, 20.2549, 7.0461], [17.6572, 16.0045, 13.2687], [10.3700, 9.7157, 8.4837], [20.0134, 20.7789, 6.3836], [14.3668, 20.1572, 13.3253], [14.9614, 25.5620, 13.5641], [8.8833, 8.9153, 6.6009], [18.9877, 21.3579, 8.4357], [7.9050, 9.5940, 7.8928], [16.6222, 20.4542, 6.1699], [14.8224, 23.2244, 8.0552], [8.8301, 11.4889, 9.5010], [8.2489, 22.6255, 8.3198], [15.0280, 14.2190, 8.8947], [12.5966, 14.1616, 9.2967], [11.6393, 13.2285, 7.0489], [14.2677, 25.1402, 10.2541], [7.7406, 20.8314, 7.2754], [13.9965, 23.0103, 10.0923], [6.7658, 21.1644, 7.0237], [12.8063, 19.8480, 12.6271], [19.8864, 16.4491, 9.8700], [10.7126, 12.1242, 10.4438], [12.6134, 10.1673, 7.3062], [12.3984, 19.9894, 9.0263], [13.3897, 20.4380, 6.7191], [17.4748, 17.0962, 13.1703], [11.7700, 16.4629, 9.3965], [11.5868, 9.9519, 6.9820], [8.8157, 9.7528, 7.3217], [19.2660, 14.6652, 12.5742], [10.7363, 10.9384, 11.4948], [15.3234, 15.4977, 13.7255], [8.3511, 16.3185, 8.6660], [9.1252, 14.9028, 7.9515], [11.2119, 10.7418, 6.3404], [19.8891, 14.6378, 9.9688], [10.5353, 21.7267, 8.9060], [7.6377, 14.7434, 8.9858], [18.2723, 15.5976, 10.9881], [14.5967, 15.5216, 10.0995], [11.1608, 11.2802, 12.4531], [13.4320, 12.9480, 7.1002], [14.3636, 19.9171, 5.2780], [10.0282, 13.3357, 11.1817], [9.8674, 21.1238, 8.3131], [15.6669, 20.5122, 8.4347], [14.2566, 19.8469, 6.3562], [8.1110, 19.5800, 6.8150], [12.9166, 20.9986, 13.9299], [14.4751, 14.5025, 9.7801], [13.9474, 24.2713, 12.1729], [11.5838, 19.1740, 8.3765], [13.3903, 20.6204, 13.0531], [7.3871, 18.9990, 6.2767], [9.1625, 16.1750, 11.8474], [8.9953, 13.0573, 11.4352], [19.2438, 15.5528, 9.9386], [16.9577, 20.9369, 8.8848], [13.3825, 22.1788, 8.1468], [12.5648, 11.7104, 9.3407], [14.8281, 14.5255, 13.8151], [19.5583, 16.3927, 12.4096], [8.1103, 15.9055, 12.0069], [9.7551, 15.9277, 12.7224], [19.0827, 21.6976, 5.1846], [14.0740, 25.5691, 12.8787], [12.1885, 12.4048, 10.0937]], "energy_ha": -10558.518731, "multiplicity": 1, "lumo_energy_ev": 0.51, "relative_energy_kj_mol": 0.0, "total_charge": 0, "max_force_ev_per_a": 2.440}

***

{"formula": "C34H53N4O2PPt", "method": "the ωB97M-V functional and the def2-TZVPD basis", "species": ["H", "H", "C", "H", "C", "H", "P", "C", "H", "H", "H", "H", "C", "C", "H", "C", "C", "C", "H", "C", "C", "C", "H", "C", "H", "H", "C", "C", "N", "H", "H", "H", "C", "C", "H", "C", "C", "H", "H", "H", "H", "H", "H", "C", "H", "C", "O", "H", "C", "H", "H", "N", "H", "C", "C", "H", "H", "H", "H", "C", "N", "H", "H", "H", "H", "C", "C", "H", "H", "C", "Pt", "H", "H", "C", "C", "H", "H", "H", "C", "H", "H", "H", "C", "O", "H", "N", "H", "C", "H", "C", "C", "H", "H", "H", "H"], "positions_angstrom": [[5.6534, -1.3454, 1.2198], [1.0484, 4.9149, -1.4753], [-4.5685, -1.7851, 1.2671], [-5.2947, -2.6104, 1.3862], [3.4473, 0.8754, -0.0967], [3.9700, 6.0119, -0.8891], [0.4773, -3.8514, -0.2176], [2.0164, -6.2809, 0.8358], [-6.5639, 0.4993, -0.5343], [4.3493, 2.7028, 0.6277], [-4.3842, 5.4494, -1.4612], [3.5900, 4.6217, -1.9544], [-1.8336, 2.1128, 0.1017], [4.6822, -0.7852, 1.2174], [5.8234, 1.6381, -1.0962], [4.6464, -0.0151, -0.1067], [2.8642, 5.0101, 1.4718], [2.5371, 4.5993, -0.0013], [3.6587, 4.3613, 1.9156], [3.7653, 4.9196, -0.9292], [0.7640, -4.2869, 1.5888], [-4.1546, 1.5716, 0.0395], [6.0683, 1.4629, 0.6603], [-3.1578, 2.5107, 0.0334], [-4.6665, 5.4529, 1.2041], [-5.5605, 4.0320, 0.7070], [-2.1443, 4.7801, 0.3684], [-4.9445, -0.8915, 0.0999], [-0.2122, 0.3754, -0.1683], [4.3429, -0.5498, -2.1917], [1.9771, 5.0121, 2.1312], [-1.2480, -6.2316, 1.4568], [-0.3181, -6.5199, 0.9753], [2.3211, 3.0531, -0.0486], [-4.7843, 3.8065, -1.8172], [-3.9839, 4.4210, -1.4052], [-4.5590, 4.3654, 1.0447], [4.6534, 4.4044, -0.6268], [-5.8826, -2.3350, -1.3475], [3.8580, -1.5249, 1.3321], [-1.0494, 2.8027, 0.4366], [2.1892, -7.3277, 1.0452], [5.6597, -1.3914, -1.2566], [-3.8506, 0.1537, -0.0045], [-4.6962, -1.0935, -1.9841], [1.1587, 2.4484, -0.3235], [-2.0657, -1.4711, -0.2961], [-1.3687, 4.5109, -0.3699], [1.9603, -4.5622, -0.9425], [4.7615, -0.1568, 2.1117], [1.9004, -4.4734, -1.9973], [-0.5201, -6.3448, -0.4745], [6.8071, 0.3135, -0.4565], [-2.5136, -0.2536, -0.2166], [-4.9403, -1.7493, -1.1742], [-3.0832, 4.3967, -2.0662], [0.9430, -7.7702, -1.0831], [0.2943, 2.9945, -0.7607], [-2.2608, 5.8890, 0.2658], [1.3996, 5.4249, -0.5516], [0.8157, -5.8399, 1.5571], [-6.2751, 0.4062, 1.1664], [2.8191, -5.6584, 1.2845], [0.6591, -6.5567, -2.2232], [-0.9446, -4.9094, -1.9384], [0.9933, 1.0704, -0.1665], [3.4595, 2.2607, 0.1729], [-4.6281, -1.2760, 2.2113], [-1.7515, 4.5605, 1.3749], [2.1381, 0.2561, -0.1266], [0.0335, -1.6778, -0.2243], [-7.0910, -0.9072, 0.3496], [-1.7646, -4.6105, -0.3595], [0.7277, -6.7108, -1.1581], [5.8770, 0.9057, -0.2759], [-4.3557, 3.7958, 1.9576], [2.9066, -4.1256, -0.5470], [-5.2193, 1.8769, 0.1453], [-1.5066, 0.7748, -0.1002], [1.6873, -3.9025, 2.0751], [3.2031, 6.1155, 1.4724], [-0.1679, -4.0072, 2.1370], [-6.2835, -0.2012, 0.2483], [2.0291, -1.0412, -0.1273], [-4.0182, -2.3577, -1.1106], [1.9655, -6.0546, -0.6120], [4.0772, -1.9663, -1.0135], [4.6546, -1.0667, -1.2518], [1.6922, 6.4386, -0.8138], [-3.5006, 4.0605, 0.0029], [-0.8171, -4.9175, -0.7997], [2.7075, -6.6073, -1.0765], [0.5572, 5.4387, 0.1513], [-0.1041, -7.6090, 1.1549], [-3.5532, -2.2486, 1.2448]], "energy_ha": -2156.900282, "multiplicity": 3, "lumo_energy_ev": [-5.55, -7.73], "relative_energy_kj_mol": 92.6, "total_charge": 2, "max_force_ev_per_a": 3.653}